*P*
Formula: C7H7N
Source: OMol25
Level of theory: ωB97M-V/def2-TZVPD

Last column: Löwdin charge in e.
Element x y z (Å)
N: 0.386 -1.621 0.079  0.1078
C: 1.672 -1.160 0.245  -0.1559
C: -2.040 -1.366 -0.154  -0.0398
C: 2.084 0.100 0.015  -0.1093
C: -0.007 1.318 -0.202  -0.1472
H: -2.160 1.339 -0.377  0.0953
C: 1.292 1.300 -0.303  -0.1070
H: 2.316 -2.002 0.670  0.1296
C: -0.777 -1.249 -0.048  -0.2086
H: -2.615 -1.048 -1.031  0.0647
H: -2.692 -2.041 0.463  0.0853
H: 3.182 0.348 0.044  0.1089
C: -1.193 1.636 0.190  -0.0072
H: 1.743 2.241 -0.681  0.1205
H: -1.192 2.204 1.091  0.0629

Properties
- molecular weight (g mol⁻¹) = 105.1
- orbital gap (eV) = 8.4427

=====

*Q*
Formula: C7H7N
Source: OMol25
Level of theory: ωB97M-V/def2-TZVPD

Last column: Löwdin charge in e.
Element x y z (Å)
N: -0.537 -1.880 -0.323  0.0558
C: 1.125 -0.709 1.050  -0.0808
H: -2.268 -0.774 -0.646  0.1132
H: 0.991 -2.815 0.562  0.1057
C: 0.449 0.361 1.365  -0.1113
C: -0.273 1.375 1.709  0.0282
H: 0.496 1.981 -1.701  0.0525
H: -0.783 1.413 2.658  0.0671
C: -0.590 0.235 -1.387  -0.1159
H: 2.171 -0.804 1.309  0.1055
C: 0.507 -1.858 0.389  -0.1630
H: -0.402 2.226 1.063  0.0655
C: 0.077 1.074 -2.113  0.0107
C: -1.193 -0.743 -0.766  -0.1901
H: 0.230 0.918 -3.170  0.0569

Properties
- molecular weight (g mol⁻¹) = 105.1
- orbital gap (eV) = 8.7888

=====

*R*
Formula: C7H7N
Source: OMol25
Level of theory: ωB97M-V/def2-TZVPD

Last column: Löwdin charge in e.
Element x y z (Å)
C: -1.092 0.282 0.135  -0.0310
H: 1.041 2.460 0.628  0.0968
C: 2.629 0.178 -0.019  -0.2183
H: 0.875 2.234 -0.968  0.1111
H: 0.438 -2.344 -1.084  0.0819
N: 3.767 0.008 0.053  0.1527
H: -2.127 -0.152 0.154  0.1221
C: 1.255 0.388 -0.003  -0.1749
H: -0.534 -2.542 0.467  0.1050
C: 0.672 1.812 -0.053  -0.1401
H: -1.400 2.483 0.257  0.1223
C: 0.152 -0.510 -0.033  -0.2158
C: 0.367 -1.999 -0.037  -0.0514
H: 1.374 -2.039 0.602  0.1244
C: -0.771 1.596 0.029  -0.0847

Properties
- structure (SMILES) = CC1=C(C#N)CC=C1
- molecular weight (g mol⁻¹) = 105.1
- orbital gap (eV) = 8.8675

=====

*S*
Formula: C7H7N
Source: OMol25
Level of theory: ωB97M-V/def2-TZVPD

Last column: Löwdin charge in e.
Element x y z (Å)
C: 2.012 0.493 -0.194  -0.0665
C: -2.553 0.278 -0.163  0.0074
H: -1.286 -1.390 0.849  0.1431
H: -1.127 1.320 0.467  0.0808
C: 0.918 1.257 0.038  -0.1052
H: -1.212 -1.480 -0.781  0.1113
N: 0.620 -1.516 0.183  0.0311
H: 2.620 -1.723 -0.382  0.1053
C: 1.841 -0.969 -0.126  -0.0657
H: 0.963 2.331 -0.311  0.1365
H: -3.125 1.165 0.064  0.0676
C: -0.236 0.668 0.469  -0.0909
H: 2.878 1.035 -0.272  0.0640
C: -1.972 -0.732 -0.433  -0.1193
C: -0.341 -0.736 0.591  -0.2994

Properties
- molecular weight (g mol⁻¹) = 105.1
- orbital gap (eV) = 8.6559

=====

*R* ends up most stable, edging out the next structure by 0.0878 hartree.

=====

*P*
Formula: C4H12NOS
Source: OMol25
Level of theory: ωB97M-V/def2-TZVPD

Last column: Löwdin charge in e.
Element x y z (Å)
H: 0.310 -2.765 -1.998  0.0576
C: 0.134 2.131 0.499  -0.7936
H: 0.369 -0.999 -2.231  0.0556
C: 0.698 -1.831 -1.601  -0.1059
H: -0.942 0.850 -0.921  0.1092
C: 0.018 0.866 -0.373  -0.3651
O: -1.768 0.203 2.539  -0.1072
H: -2.290 0.809 1.988  0.0263
H: -0.882 2.512 0.641  0.0277
H: 1.281 -0.279 0.688  0.1133
H: 0.320 -2.431 0.458  0.0984
H: -0.908 0.068 2.088  -0.0016
S: 1.295 3.334 -0.225  0.0643
N: 0.304 -0.342 0.419  -0.1236
H: -1.042 -1.603 -0.405  0.1024
C: 0.032 -1.628 -0.217  -0.2877
H: 0.601 1.882 1.449  0.0156
H: 0.691 0.957 -1.228  0.0469
H: 1.781 -1.730 -1.570  0.0673

Properties
- molecular weight (g mol⁻¹) = 122.2
- charge = -1
- orbital gap (eV) = 5.9148

=====

*Q*
Formula: C4H12NOS
Source: OMol25
Level of theory: ωB97M-V/def2-TZVPD

Last column: Löwdin charge in e.
Element x y z (Å)
H: -0.610 -0.847 -2.560  0.0075
H: -0.840 -0.687 -4.037  0.0293
C: 0.764 -0.013 -0.383  -0.2412
H: 0.896 1.748 1.721  0.0318
C: -0.146 1.737 1.388  -0.7908
H: -0.704 1.039 2.001  0.0143
N: 0.015 -1.258 -0.072  -0.1360
H: -0.413 -2.589 1.428  0.0663
H: -0.093 -0.999 2.121  0.0585
H: 1.643 -0.010 0.254  0.0987
C: -0.099 1.267 -0.079  -0.3273
H: 0.448 2.043 -0.622  0.0697
H: 0.983 0.033 -1.448  0.0781
H: 1.248 -1.958 1.510  0.0682
O: -0.426 -1.286 -3.407  -0.0706
S: -0.798 3.468 1.438  0.0310
H: -1.083 1.128 -0.526  0.0844
H: -0.990 -1.121 -0.058  0.0825
C: 0.205 -1.694 1.331  -0.1544

Properties
- molecular weight (g mol⁻¹) = 122.2
- charge = -1
- orbital gap (eV) = 5.7180

=====

*R*
Formula: C4H12NOS
Source: OMol25
Level of theory: ωB97M-V/def2-TZVPD

Last column: Löwdin charge in e.
Element x y z (Å)
C: -1.064 0.183 0.294  -0.4978
H: -2.821 -0.820 -0.250  0.0795
H: -1.083 -0.586 -1.802  0.0761
C: -2.568 0.251 0.012  -0.1281
O: 3.279 -0.676 -0.211  -0.1461
H: 2.620 -0.144 -0.683  -0.1519
H: 0.044 0.346 2.755  0.0853
H: -2.871 0.875 -0.887  0.0777
H: -1.119 -0.961 3.356  0.0532
H: -0.596 1.210 0.558  0.1182
H: -1.598 -1.558 1.407  0.1098
C: -0.163 -0.283 -0.982  -0.7459
S: 1.024 0.898 -1.665  0.1999
C: -0.926 -0.154 2.672  -0.1776
H: -3.073 0.852 0.833  0.0689
H: 3.421 -1.514 -0.616  -0.0140
H: 0.449 -1.298 -0.777  0.0608
N: -0.824 -0.823 1.383  -0.1404
H: -1.897 0.412 2.778  0.0723

Properties
- molecular weight (g mol⁻¹) = 122.2
- charge = -1
- orbital gap (eV) = 6.4192

=====

*P* ends up most stable, edging out the next structure by 0.0136 hartree.

=====

*P*
Formula: C4H12NOS
Source: OMol25
Level of theory: ωB97M-V/def2-TZVPD

Last column: Löwdin charge in e.
Element x y z (Å)
H: -0.389 0.380 -1.230  0.1037
O: 3.658 1.261 -0.442  -0.1056
S: -3.538 -2.379 -0.175  0.0175
C: 0.158 -0.402 -0.703  -0.2256
H: 0.264 2.265 0.416  0.0657
H: 0.910 -0.849 -1.332  0.0947
H: -0.741 -2.367 -0.791  0.0763
H: 3.391 1.884 -1.143  0.0323
H: 2.866 1.137 0.118  -0.0040
H: -0.590 -1.685 0.843  0.0902
H: -2.512 -0.479 -1.178  0.0176
H: 1.360 -0.366 0.974  0.0977
N: 0.922 0.293 0.349  -0.1718
H: 0.586 1.595 2.030  0.0761
C: -0.849 -1.464 -0.184  -0.2980
C: -2.296 -1.012 -0.260  -0.8127
H: -0.856 1.148 1.124  0.0659
C: 0.215 1.367 1.025  -0.1381
H: -2.559 -0.326 0.559  0.0180

Properties
- molecular weight (g mol⁻¹) = 122.2
- charge = -1
- orbital gap (eV) = 5.5435

=====

*Q*
Formula: C4H12NOS
Source: OMol25
Level of theory: ωB97M-V/def2-TZVPD

Last column: Löwdin charge in e.
Element x y z (Å)
H: 0.431 2.542 -1.002  -0.1124
H: -0.071 3.081 0.109  -0.0130
H: -0.949 -1.571 -1.352  0.0460
H: -1.774 -1.063 2.541  0.0627
H: 1.257 -0.668 2.698  0.0801
H: -0.970 0.180 1.612  0.0249
C: -0.568 -0.599 -0.922  -0.8124
C: -0.893 -0.398 2.520  -0.1407
O: 0.515 3.372 -0.561  -0.0982
N: 0.450 -1.774 0.979  -0.1272
H: 0.331 -2.006 3.316  0.1361
H: 1.437 -1.480 -0.826  0.0970
H: 1.156 -0.067 0.304  0.0861
C: 0.743 -0.916 -0.207  -0.3161
H: -1.326 -0.408 -0.159  0.0240
S: -0.290 0.521 -2.289  0.2110
H: 0.830 -2.733 1.121  0.1001
H: -0.977 0.286 3.478  0.0948
C: 0.383 -1.252 2.344  -0.3430

Properties
- molecular weight (g mol⁻¹) = 122.2
- charge = -1
- orbital gap (eV) = 6.3395

=====

*P* ends up most stable, edging out the next structure by 0.0298 hartree.

=====

*P*
Formula: C6H8N4O
Source: OMol25
Level of theory: ωB97M-V/def2-TZVPD

Last column: Löwdin charge in e.
Element x y z (Å)
H: 1.419 -2.315 -0.510  0.1165
C: 2.161 1.202 0.578  -0.0805
H: 0.174 1.230 1.429  0.1412
N: -3.093 0.839 -1.027  -0.0175
H: 2.483 2.410 0.905  0.1806
C: 0.917 0.601 0.841  -0.0404
C: 1.622 -1.271 -0.351  -0.1954
C: 0.672 -0.658 0.357  -0.2429
N: -2.036 -0.038 -0.783  -0.0604
H: -3.215 1.627 -0.046  0.2163
H: -3.984 0.404 -1.156  0.0508
H: -0.721 -2.234 0.045  0.1565
C: -1.820 -0.544 0.422  -0.6257
H: 4.027 0.902 -0.314  0.0716
C: 3.091 0.465 -0.167  -0.1137
H: -1.233 -0.081 -1.545  0.2056
N: -0.657 -1.320 0.590  0.0989
N: 2.780 -0.824 -0.630  0.0838
O: -2.589 -0.395 1.364  0.0548

Properties
- structure (SMILES) = NNC(=O)Nc1cccnc1
- molecular weight (g mol⁻¹) = 152.2
- orbital gap (eV) = 9.7191

=====

*Q*
Formula: C6H8N4O
Source: OMol25
Level of theory: ωB97M-V/def2-TZVPD

Last column: Löwdin charge in e.
Element x y z (Å)
O: -1.655 1.161 0.380  0.0692
H: 1.638 -2.276 0.404  0.0832
N: -0.503 -0.788 -0.093  0.1447
C: 2.557 1.299 -0.059  -0.0812
H: -2.829 -1.287 -0.854  0.1319
H: 0.472 1.751 -0.287  0.1143
H: -3.863 1.038 -0.403  0.1224
N: 3.090 -1.069 0.220  0.0722
C: 1.184 0.920 -0.228  0.0513
C: 0.816 -0.416 -0.045  -0.2427
H: -4.314 0.183 0.965  0.0776
H: -0.885 -1.678 -0.186  0.1256
C: 1.786 -1.330 0.081  -0.1317
C: 3.496 0.352 0.051  -0.0894
H: 2.809 2.179 -0.196  0.0142
H: 4.696 0.578 0.176  0.1524
C: -1.598 -0.012 0.143  -0.5408
N: -4.063 0.035 -0.013  0.0025
N: -2.834 -0.640 -0.056  -0.0758

Properties
- structure (SMILES) = NNC(=O)Nc1cccnc1
- molecular weight (g mol⁻¹) = 152.2
- orbital gap (eV) = 9.5782

=====

*R*
Formula: C6H8N4O
Source: OMol25
Level of theory: ωB97M-V/def2-TZVPD

Last column: Löwdin charge in e.
Element x y z (Å)
N: 1.338 1.399 -2.097  0.1705
C: -1.145 1.370 0.301  -0.1575
N: -0.164 -0.908 0.513  -0.1567
H: 0.786 0.758 1.176  0.1285
H: -2.149 0.897 0.169  0.1265
H: 0.299 -1.558 -2.116  0.1305
N: -1.409 3.720 1.493  0.1370
C: -0.251 0.416 1.099  -0.1603
H: -0.681 1.561 -0.691  0.0909
C: -1.325 2.673 0.982  -0.2084
H: 1.093 -2.494 0.044  0.1254
C: 1.055 -1.411 -0.100  -0.1642
H: -0.639 0.322 2.134  0.1352
C: 1.240 0.272 -1.882  -0.2254
C: 1.160 -1.146 -1.587  -0.1526
N: -1.096 -1.829 0.759  -0.0426
H: 2.060 -1.650 -1.927  0.1252
H: 1.921 -0.991 0.438  0.1352
O: -2.095 -1.400 1.291  -0.0371

Properties
- structure (SMILES) = N#CCCN(CCC#N)N=O
- molecular weight (g mol⁻¹) = 152.2
- orbital gap (eV) = 10.2611

=====

*Q* ends up most stable, edging out the next structure by 0.0112 hartree.

=====

*P*
Formula: H2N2O3S
Source: OMol25
Level of theory: ωB97M-V/def2-TZVPD

Last column: Löwdin charge in e.
Element x y z (Å)
N: 0.388 0.083 1.216  -0.0794
N: 0.683 -0.097 -0.949  -0.0614
S: -0.789 -0.054 -0.038  0.6548
O: 1.274 0.502 0.217  -0.2115
H: 0.778 0.557 -1.720  0.1084
O: -1.474 -1.293 -0.024  -0.2631
H: 0.644 -0.853 1.526  0.1064
O: -1.503 1.155 -0.227  -0.2541

Properties
- molecular weight (g mol⁻¹) = 110.1
- orbital gap (eV) = 11.1486

=====

*Q*
Formula: H2N2O3S
Source: OMol25
Level of theory: ωB97M-V/def2-TZVPD

Last column: Löwdin charge in e.
Element x y z (Å)
O: -1.545 -0.181 -1.232  -0.0242
H: 1.894 0.164 -0.350  0.0973
N: 0.965 0.621 -0.309  -0.1996
H: 1.012 1.442 -0.927  0.0717
N: -1.180 -0.686 -0.169  -0.5282
S: -0.206 0.576 0.864  0.9578
O: 0.314 -0.082 2.027  -0.4327
O: -1.255 -1.854 0.096  0.0578

Properties
- molecular weight (g mol⁻¹) = 110.1
- orbital gap (eV) = 10.2087

=====

*Q* ends up most stable, edging out the next structure by 0.0308 hartree.

=====

*P*
Formula: H2N2O3S
Source: OMol25
Level of theory: ωB97M-V/def2-TZVPD

Last column: Löwdin charge in e.
Element x y z (Å)
O: -1.420 2.378 -0.595  -0.2613
O: -1.737 -0.185 -2.188  0.0823
N: -1.095 -0.207 -1.175  -0.0839
N: -0.141 1.244 1.217  -0.1551
H: -0.393 -0.976 -1.093  0.1488
S: -0.450 1.410 -0.254  0.5734
O: 0.578 1.014 -1.243  -0.3181
H: 0.658 0.655 1.352  0.0139

Properties
- molecular weight (g mol⁻¹) = 110.1
- orbital gap (eV) = 9.3194

=====

*Q*
Formula: H2N2O3S
Source: OMol25
Level of theory: ωB97M-V/def2-TZVPD

Last column: Löwdin charge in e.
Element x y z (Å)
O: -2.941 0.019 -0.016  0.1018
S: 0.645 -0.027 0.143  1.1862
O: 2.499 -0.429 0.201  -0.4291
H: 0.794 0.288 -1.166  0.0268
N: -1.032 -0.975 -0.252  -0.0172
H: 2.783 0.019 0.998  -0.0148
N: -1.750 0.014 -0.045  -0.6280
O: -0.997 1.090 0.138  -0.2257

Properties
- molecular weight (g mol⁻¹) = 110.1
- orbital gap (eV) = 8.4809

=====

*P* ends up most stable, edging out the next structure by 0.1026 hartree.